No. 1
The following is a DFT calculation (ωB97M-V/def2-TZVPD) of C3H3GdO3 as an isolated structure in a non-equilibrium geometry.

Calculated values
LUMO energy (alpha / beta)	-0.5379 / -0.6754	Eh
M	244.30	u
HOMO level (alpha / beta)	-22.10 / -22.15	eV
gap between HOMO and LUMO (alpha / beta)	7.4583 / 3.7732	eV
charge	+3
2S+1	9
relative energy (zero: lowest compared OMol25 entry of this formula, charge and spin)	0.00	kJ/mol

XYZ file:
```
10
C3H3GdO3 | OMol25 | ωB97M-V/def2-TZVPD
O -0.327 0.571 1.349
Gd -2.768 3.543 -0.172
O -0.905 1.972 -0.325
C -0.242 1.111 0.276
O 0.738 0.509 -0.652
C 1.094 -0.721 -0.514
C 0.267 -1.677 0.131
H 2.103 -0.952 -0.861
H 0.040 -2.593 -0.415
H 0.001 -1.763 1.184
```

No. 2
The following is a DFT calculation (ωB97M-V/def2-TZVPD) of C6H12O in the gas phase.

Calculated values
LUMO energy	0.0415	Eh
M	100.16	u
HOMO level	-9.43	eV
SMILES string	CO[C@H]1CC[C@H]1C
gap between HOMO and LUMO	10.5558	eV
relative energy (zero: lowest compared OMol25 entry of this formula, charge and spin)	140.17	kJ/mol

XYZ file:
```
19
C6H12O | OMol25 | ωB97M-V/def2-TZVPD
C -2.241 0.264 1.111
O -1.224 0.719 0.251
C 0.072 0.357 0.665
C 0.370 -1.158 0.781
C 1.390 -1.057 -0.375
C 1.119 0.466 -0.481
C 0.591 0.952 -1.819
H -1.967 0.369 2.173
H -2.488 -0.791 0.923
H -3.135 0.866 0.921
H 0.326 0.922 1.577
H 0.799 -1.445 1.746
H -0.497 -1.790 0.569
H 1.112 -1.623 -1.271
H 2.418 -1.326 -0.113
H 1.991 1.058 -0.180
H 1.326 0.760 -2.608
H -0.335 0.431 -2.078
H 0.372 2.025 -1.794
```

No. 3
The following is a DFT calculation (ωB97M-V/def2-TZVPD) of C3H7NO3 in the gas phase in a non-equilibrium geometry.

Calculated values
LUMO energy	0.0215	Eh
M	105.09	u
HOMO level	-9.72	eV
SMILES string	N[C@@H](CO)C(=O)O
gap between HOMO and LUMO	10.3081	eV
relative energy (zero: lowest compared OMol25 entry of this formula, charge and spin)	140.18	kJ/mol

XYZ file:
```
14
C3H7NO3 | OMol25 | ωB97M-V/def2-TZVPD
N -0.947 -1.144 1.185
C -0.833 -0.036 0.245
C -0.178 1.112 1.071
O 1.088 0.748 1.401
C -0.008 -0.294 -0.990
O 0.424 -1.346 -1.311
O 0.277 0.789 -1.757
H -1.232 -1.922 0.609
H -0.035 -1.296 1.652
H -1.823 0.143 -0.199
H -0.203 2.125 0.641
H -0.812 1.108 2.044
H 1.779 1.171 0.859
H 0.752 0.459 -2.520
```

No. 4
The following is a DFT calculation (ωB97M-V/def2-TZVPD) of C42H40NP2Ti as an isolated structure in a non-equilibrium geometry.

Calculated values
LUMO energy (alpha / beta)	-0.2304 / -0.2987	Eh
M	668.60	u
HOMO level (alpha / beta)	-13.91 / -13.91	eV
gap between HOMO and LUMO (alpha / beta)	7.6444 / 5.7864	eV
charge	+2
2S+1	2

XYZ file:
```
86
C42H40NP2Ti | OMol25 | ωB97M-V/def2-TZVPD
C 2.445 0.125 -2.310
C 1.892 1.278 -1.722
C 2.769 2.170 -1.072
C 4.134 1.874 -0.965
C 4.681 0.761 -1.607
C 3.825 -0.089 -2.303
P 0.065 1.464 -1.641
C -0.107 3.291 -1.439
C -0.535 3.779 -0.185
C -0.682 5.160 0.027
C -0.411 6.059 -1.007
C 0.013 5.591 -2.250
C 0.168 4.209 -2.470
Ti -1.165 -0.168 -0.079
P 0.193 -1.774 1.177
C 1.830 -1.147 1.764
C 2.994 -1.930 1.778
C 4.219 -1.383 2.159
C 4.314 -0.028 2.504
C 3.174 0.779 2.445
C 1.954 0.226 2.100
C -0.696 -2.251 2.728
C -2.078 -2.533 2.665
C -2.787 -2.811 3.839
C -2.124 -2.844 5.070
C -0.744 -2.603 5.134
C -0.033 -2.310 3.965
C 0.378 -3.378 0.288
C -0.328 -3.621 -0.907
C 0.146 -4.580 -1.797
C 1.062 -5.544 -1.365
C 1.535 -5.504 -0.052
C 1.210 -4.417 0.776
C -0.485 1.086 -3.365
C 0.222 1.446 -4.529
C -0.244 1.012 -5.777
C -1.366 0.187 -5.881
C -2.062 -0.162 -4.723
C -1.683 0.378 -3.502
H -2.613 -2.538 1.711
H -3.860 -3.007 3.782
H -2.688 -3.052 5.983
H -0.223 -2.641 6.088
H 1.044 -2.131 4.022
H 2.955 -2.979 1.494
H 5.104 -2.020 2.173
H 5.262 0.408 2.808
H 3.216 1.856 2.654
H 1.106 0.919 2.062
H -1.234 -3.057 -1.157
H -0.201 -4.560 -2.836
H 1.411 -6.330 -2.048
H 2.212 -6.279 0.346
H 1.625 -4.356 1.790
H 1.106 2.084 -4.469
H 0.276 1.316 -6.680
H -1.721 -0.172 -6.852
H -2.936 -0.811 -4.763
H -2.360 0.227 -2.638
H -0.764 3.067 0.613
H -1.017 5.522 0.999
H -0.543 7.136 -0.846
H 0.221 6.286 -3.070
H 0.489 3.842 -3.447
H 2.399 3.078 -0.596
H 4.756 2.557 -0.385
H 5.757 0.547 -1.580
H 4.196 -0.962 -2.836
H 1.816 -0.622 -2.802
H 0.332 0.269 0.303
H -1.599 -1.202 -1.215
C -4.131 0.534 -0.763
C -3.803 0.938 0.611
C -4.622 1.557 1.564
C -3.853 1.695 2.728
C -2.581 1.157 2.462
C -1.485 1.014 3.403
N -2.561 0.710 1.157
H -3.659 1.214 -1.512
H -5.224 0.642 -0.893
H -3.854 -0.532 -0.953
H -5.659 1.828 1.399
H -4.139 2.086 3.682
H -1.422 1.935 4.005
H -1.715 0.200 4.111
H -0.513 0.833 2.920
```

No. 5
The following is a DFT calculation (ωB97M-V/def2-TZVPD) of C19H26ClO4PdSe as an isolated structure.

Calculated values
LUMO energy (alpha / beta)	-0.1979 / -0.1979	Eh
M	539.25	u
HOMO level (alpha / beta)	-11.21 / -11.21	eV
gap between HOMO and LUMO (alpha / beta)	5.8284 / 5.8290	eV
charge	+1
relative energy (zero: lowest compared OMol25 entry of this formula, charge and spin)	0.87	kJ/mol

XYZ file:
```
52
C19H26ClO4PdSe | OMol25 | ωB97M-V/def2-TZVPD
Pd 0.243 0.544 0.890
C -0.606 1.158 2.733
C 0.356 0.140 3.015
C 1.616 0.640 2.523
C 1.467 2.048 2.139
C 0.120 2.368 2.258
C -0.564 3.630 1.881
C 2.584 2.888 1.625
C 2.905 -0.091 2.503
C 0.108 -1.155 3.701
C -2.056 1.119 3.049
H -1.350 3.431 1.149
H 0.125 4.352 1.451
H -1.037 4.076 2.759
H 3.084 2.392 0.791
H 3.323 3.051 2.412
H 2.231 3.854 1.276
H 3.467 0.135 1.597
H 2.765 -1.166 2.580
H 3.507 0.243 3.354
H 0.839 -1.908 3.417
H -0.886 -1.543 3.478
H 0.171 -1.001 4.780
H -2.634 1.689 2.323
H -2.218 1.568 4.033
H -2.433 0.099 3.069
O 0.561 0.851 -2.993
Cl 0.747 1.393 -1.709
O -0.552 1.457 -0.979
O 1.558 0.456 -0.856
O 1.369 2.662 -1.699
C -1.047 -2.123 -5.592
C -0.981 -2.003 -4.099
C -2.016 -1.414 -3.381
C -1.965 -1.272 -2.004
C -3.116 -0.624 -1.288
C -0.820 -1.747 -1.336
Se -0.732 -1.632 0.542
C 0.243 -2.359 -2.035
C 1.470 -2.880 -1.341
C 0.133 -2.474 -3.408
H -2.007 -1.787 -5.978
H -0.890 -3.156 -5.905
H -0.263 -1.520 -6.055
H -2.888 -1.052 -3.912
H -3.915 -0.396 -1.990
H -2.802 0.308 -0.816
H -3.518 -1.270 -0.507
H 1.999 -2.077 -0.828
H 2.149 -3.330 -2.063
H 1.213 -3.633 -0.595
H 0.940 -2.940 -3.962
```

No. 6
The following is a DFT calculation (ωB97M-V/def2-TZVPD) of C19H23NO6 in the gas phase in a non-equilibrium geometry.

Calculated values
LUMO energy	0.0051	Eh
M	361.39	u
HOMO level	-8.53	eV
SMILES string	COc1ccc2oc(C(=O)OCC(=O)N3C[C@@H](C)O[C@@H](C)C3)c(C)c2c1
gap between HOMO and LUMO	8.6688	eV
relative energy (zero: lowest compared OMol25 entry of this formula, charge and spin)	189.70	kJ/mol

XYZ file:
```
49
C19H23NO6 | OMol25 | ωB97M-V/def2-TZVPD
C 7.566 0.650 0.759
O 6.551 1.570 0.438
C 5.295 1.097 0.210
C 4.344 2.089 -0.106
C 3.030 1.785 -0.366
C 2.663 0.446 -0.306
O 1.443 -0.088 -0.521
C 1.580 -1.438 -0.348
C 0.402 -2.286 -0.522
O 0.384 -3.484 -0.383
O -0.663 -1.544 -0.875
C -1.913 -2.201 -1.026
C -2.939 -1.804 0.045
O -3.606 -2.664 0.589
N -3.061 -0.496 0.338
C -4.057 -0.076 1.306
C -5.144 0.747 0.601
C -6.160 1.297 1.591
O -4.560 1.843 -0.079
C -3.607 1.435 -1.039
C -3.061 2.683 -1.716
C -2.483 0.625 -0.368
C 2.868 -1.788 -0.023
C 3.408 -3.144 0.242
C 3.597 -0.558 0.009
C 4.930 -0.235 0.270
H 8.468 1.242 0.897
H 7.725 -0.071 -0.049
H 7.341 0.112 1.686
H 4.690 3.110 -0.138
H 2.309 2.549 -0.607
H -1.769 -3.284 -0.952
H -2.306 -1.951 -2.017
H -4.484 -0.968 1.765
H -3.572 0.541 2.070
H -5.648 0.095 -0.135
H -6.903 1.887 1.062
H -5.660 1.939 2.312
H -6.651 0.482 2.113
H -4.105 0.786 -1.783
H -3.876 3.240 -2.169
H -2.341 2.410 -2.483
H -2.578 3.318 -0.979
H -1.760 0.296 -1.108
H -1.972 1.266 0.360
H 4.198 -3.376 -0.472
H 3.837 -3.185 1.242
H 2.618 -3.883 0.158
H 5.631 -1.017 0.509
```

No. 7
The following is a DFT calculation (ωB97M-V/def2-TZVPD) of an isolated ion of composition C8H13N2 and charge +1 in a non-equilibrium geometry.

Calculated values
LUMO energy	-0.1601	Eh
M	137.21	u
HOMO level	-12.73	eV
SMILES string	C/C=C/C(C)=C(\C)C#[N+]N
gap between HOMO and LUMO	8.3689	eV
charge	+1
relative energy (zero: lowest compared OMol25 entry of this formula, charge and spin)	464.88	kJ/mol

XYZ file:
```
23
C8H13N2 | OMol25 | ωB97M-V/def2-TZVPD
C 3.896 -0.263 -0.105
C 2.506 -0.306 0.326
C 1.478 0.325 -0.258
C 0.067 -0.032 -0.117
C -0.244 -1.500 0.068
C -0.965 0.883 -0.020
C -0.904 2.403 0.125
C -2.207 0.329 -0.007
N -3.205 -0.293 0.025
N -4.227 -1.073 -0.055
H 4.059 0.606 -0.722
H 3.957 -1.202 -0.804
H 4.648 -0.390 0.680
H 2.422 -1.115 1.105
H 1.786 1.013 -1.069
H -0.296 -2.075 -0.912
H -1.187 -1.540 0.474
H 0.506 -1.978 0.783
H -0.267 2.876 0.825
H -0.460 2.804 -0.783
H -1.839 2.828 0.481
H -4.896 -1.016 -0.895
H -4.628 -1.284 0.855
```

No. 8
The following is a DFT calculation (ωB97M-V/def2-TZVPD) of a 6-piece molecular cluster, C16H28N4O2S2 overall in a non-equilibrium geometry.

Calculated values
LUMO energy	0.0109	Eh
M	372.56	u
HOMO level	-7.87	eV
gap between HOMO and LUMO	8.1704	eV

XYZ file:
```
52
C16H28N4O2S2 | OMol25 | ωB97M-V/def2-TZVPD
C 2.664 5.592 0.465
S 1.152 4.732 -0.110
O 0.740 5.409 -1.396
C 2.041 3.161 -0.454
H 2.906 5.151 1.432
H 2.434 6.651 0.589
H 3.421 5.622 -0.318
H 1.355 2.393 -0.811
H 2.604 2.818 0.414
H 2.735 3.188 -1.295
C 0.131 0.808 2.953
S 0.584 1.345 4.661
O -0.381 0.439 5.438
C 2.260 0.650 4.787
H 0.838 0.987 2.143
H -0.824 1.231 2.639
H -0.012 -0.269 2.867
H 2.966 1.215 4.179
H 2.219 -0.380 4.432
H 2.423 0.668 5.865
C -1.669 -3.632 -5.095
C -0.218 -3.723 -5.242
N 0.946 -3.737 -5.344
H -2.004 -3.077 -4.218
H -1.930 -4.673 -4.906
H -2.147 -3.207 -5.978
C 0.141 -1.533 -2.196
C -0.133 -0.458 -1.202
N -0.291 0.342 -0.445
H 0.524 -1.284 -3.185
H -0.823 -1.894 -2.554
H 0.723 -2.413 -1.921
N -1.923 4.363 1.767
C -2.023 3.319 0.816
C -3.400 3.062 0.561
C -4.181 4.004 1.381
C -3.257 4.752 2.068
H -1.058 4.652 2.201
H -1.173 2.712 0.541
H -3.776 2.401 -0.206
H -5.257 4.050 1.302
H -3.374 5.577 2.755
N -0.214 -6.478 -0.045
C 0.890 -5.744 0.074
C 1.238 -5.370 -1.226
C 0.426 -5.979 -2.171
C -0.473 -6.685 -1.400
H -0.680 -7.020 0.668
H 1.407 -5.683 1.020
H 2.114 -4.767 -1.420
H 0.587 -5.892 -3.236
H -1.250 -7.395 -1.639
```

These records have E values of -1106.0711 -311.0059 -398.9843 -3210.7615 -4029.5463 -1244.0189 -421.7598 -1792.1667 Eh, in the order they appear.